Record 1
Entry from the OMol25 dataset: a structure of composition H6LiO11S2 (ωB97M-V/def2-TZVPD).

CARTESIAN COORDINATES (ANGSTROEM)
Li (0.750639, -4.465916, -12.927399)
S (1.502577, -7.134820, -11.406976)
O (0.430481, -7.573678, -12.341151)
O (1.196128, -7.506126, -10.008964)
O (2.787824, -7.736227, -11.798049)
O (1.582657, -5.624624, -11.483749)
S (2.587843, -5.455740, -15.332516)
O (2.877029, -6.845781, -15.734413)
O (1.326397, -5.413305, -14.546184)
O (3.701571, -4.913043, -14.516595)
O (2.462054, -4.638009, -16.569639)
O (1.111372, -2.541761, -12.538380)
H (2.002585, -2.363737, -12.867602)
H (0.682307, -1.686374, -12.483604)
O (-1.251356, -4.867191, -12.538917)
H (-1.572918, -5.771372, -12.650858)
H (-1.993108, -4.363479, -12.196632)
O (0.431626, -4.765496, -9.191819)
H (-0.034936, -3.928923, -9.290401)
H (0.809537, -4.947678, -10.109613)

Cartesian forces (eV/Å) of the 3 atoms listed first:
0.739 -1.748 -0.275
0.354 -1.314 -0.746
-0.497 0.160 0.481

DFT total energy: -44493.609 eV
Net charge: -3
Orbital gap: 2.93 eV
LUMO level: 5.871 eV
F_max: 0.0373 Eh/bohr
HOMO level: 2.9423 eV
Relative energy (zero: lowest compared OMol25 entry of this formula, charge and spin): 36.6 kJ/mol

---

Record 2
Entry from the OMol25 dataset: the molecule C6H14S4 (ωB97M-V/def2-TZVPD).

CARTESIAN COORDINATES (ANGSTROEM)
C (2.440954, 1.748960, -0.849989)
C (1.898708, 0.475636, -0.455602)
C (3.043187, -0.501742, 0.263821)
S (2.146243, -1.858053, 0.740024)
S (1.083756, -2.554661, -0.913820)
S (-0.874251, -2.436941, -0.825903)
S (-1.382745, -0.507799, -1.623207)
C (-1.503661, 0.504428, 0.039103)
C (-2.947238, 0.280463, 0.355380)
C (-3.225971, -1.051347, 1.152472)
H (2.824008, 1.876200, -2.049298)
H (2.896284, 2.417191, -0.135477)
H (1.493111, 2.527307, -0.776470)
H (1.511686, 0.024484, -1.400562)
H (1.102878, 0.450068, 0.359760)
H (4.114629, -0.731352, -0.208524)
H (3.278892, -0.041669, 1.488117)
H (-1.140995, 1.451922, -0.211278)
H (-0.574504, 0.043775, 0.570968)
H (-3.186174, 1.250830, 0.955742)
H (-3.427796, 0.532753, -0.550871)
H (-2.108532, -1.278002, 1.524836)
H (-3.439922, -1.731173, 0.435752)
H (-4.022545, -0.891286, 2.115037)

Cartesian forces (eV/Å) of the 3 atoms listed first:
-2.388 5.662 -3.135
1.586 -2.845 1.300
1.265 3.368 1.082

DFT total energy: -49785.902 eV
Net charge: 0
Orbital gap: 8.80 eV
LUMO level: 0.318 eV
F_max: 0.1341 Eh/bohr
Structure (SMILES): CCCSSSSCCC
HOMO level: -8.4777 eV
Relative energy (zero: lowest compared OMol25 entry of this formula, charge and spin): 433.0 kJ/mol

---

Record 3
Entry from the OMol25 dataset: a cluster of 2 separate species, C32H39ClNO in total (ωB97M-V/def2-TZVPD).

CARTESIAN COORDINATES (ANGSTROEM)
C (-5.776714, -1.264247, 0.489033)
C (-4.898949, -2.470471, 0.251854)
N (-3.549649, -2.286741, 0.599486)
C (-2.521565, -3.234097, 0.467766)
C (-2.519803, -4.097678, -0.739742)
C (-1.808476, -5.316571, -0.755434)
C (-1.663173, -6.084555, -1.931360)
C (-2.275573, -5.658103, -3.120728)
Cl (-2.020290, -6.509321, -4.581486)
C (-3.083639, -4.507221, -3.106112)
C (-3.191978, -3.747469, -1.938195)
C (-1.476111, -3.212055, 1.371643)
O (-5.335196, -3.522915, -0.186474)
H (-5.209448, -0.330431, 0.445300)
H (-6.561933, -1.223570, -0.271574)
H (-6.273670, -1.341275, 1.465043)
H (-3.469220, -1.596716, 1.335968)
H (-1.388908, -5.692888, 0.180311)
H (-1.065343, -7.000367, -1.937092)
H (-3.598044, -4.209160, -4.015974)
H (-3.855355, -2.889989, -1.986648)
H (-0.691106, -3.963891, 1.318068)
H (-1.374711, -2.456258, 2.160059)
C (0.874779, 6.039630, -3.004634)
C (0.490163, 4.774196, -2.293556)
C (0.302511, 4.787596, -0.914163)
C (-0.078803, 3.644878, -0.208742)
C (-0.318075, 3.864762, 1.255541)
C (-0.254359, 2.415780, -0.878257)
C (-0.789647, 1.152639, -0.158523)
C (-2.239128, 1.357344, 0.312195)
C (0.076686, 0.592031, 1.019046)
C (1.381670, 0.070426, 0.586414)
C (2.584069, -0.015592, 1.325235)
C (3.868613, -0.060033, 0.650997)
C (3.999805, 0.156022, -0.821441)
C (5.045545, -0.214444, 1.375357)
C (5.057633, -0.314439, 2.767948)
C (6.326881, -0.583416, 3.505433)
C (3.845599, -0.166330, 3.448536)
C (2.639707, -0.013914, 2.778045)
C (1.424894, 0.239988, 3.614210)
C (-0.068990, 2.406843, -2.277683)
C (-0.314105, 1.175304, -3.107869)
C (0.306023, 3.565315, -2.962328)
H (0.996947, 5.880468, -4.081524)
H (0.122343, 6.830013, -2.867354)
H (1.819660, 6.443532, -2.614165)
H (0.437765, 5.726341, -0.373945)
H (-0.821586, 3.041571, 1.759370)
H (0.630069, 4.055719, 1.778980)
H (-0.934691, 4.764302, 1.404924)
H (-0.807114, 0.347433, -0.906790)
H (-2.881258, 1.532743, -0.558064)
H (-2.609610, 0.471532, 0.839330)
H (-2.332746, 2.215598, 0.980132)
H (0.244403, 1.386441, 1.756472)
H (-0.557152, -0.159313, 1.546877)
H (1.459793, -0.115595, -0.489789)
H (5.057483, 0.081754, -1.094789)
H (3.448616, -0.579794, -1.417467)
H (3.667684, 1.157076, -1.132713)
H (5.996038, -0.230950, 0.834539)
H (6.140603, -0.635363, 4.579860)
H (6.759927, -1.539693, 3.194075)
H (7.090900, 0.179984, 3.325676)
H (3.854641, -0.153126, 4.542970)
H (1.623976, -0.031158, 4.662338)
H (1.162651, 1.315130, 3.619825)
H (0.559851, -0.340769, 3.266013)
H (-0.115858, 1.410154, -4.161587)
H (0.350109, 0.344383, -2.830010)
H (-1.354697, 0.822569, -3.044743)
H (0.438617, 3.520439, -4.043920)

Cartesian forces (eV/Å) of the 3 atoms listed first:
-0.066 0.271 0.021
-0.301 -1.358 -0.196
-0.849 0.309 -0.165

DFT total energy: -49870.098 eV
Net charge: +1
Orbital gap: 4.68 eV
LUMO level: -5.519 eV
F_max: 0.0410 Eh/bohr
HOMO level: -10.2010 eV